(1)
The following is a DFT calculation (ωB97M-V/def2-TZVPD) of 2 unconnected molecules or ions with the total composition C6H8O2.

Geometry as XYZ:
```
16
Properties=species:S:1:pos:R:3:forces:R:3:lowdin_charge:R:1
O -1.351352 1.353194 -0.455310 -4.405 2.904 -1.860 0.012
C -0.250434 0.660991 -0.449396 4.677 -0.149 0.324 -0.382
C -0.232778 -0.706562 -0.735615 -0.017 0.595 -0.541 -0.035
C 0.931232 -1.473871 -0.600833 -1.667 1.729 1.020 -0.083
C 1.991189 -0.824496 0.020318 3.211 -2.413 0.515 -0.127
C 2.073682 0.549911 0.171254 -1.140 1.270 1.409 -0.099
C 0.943478 1.375680 -0.030353 -0.478 -5.938 -1.432 0.029
H -1.541337 1.906094 -1.288106 0.659 -1.399 1.860 0.177
H -1.144939 -1.189797 -1.105326 0.246 0.346 0.183 0.118
H 0.681788 -2.493620 -0.800097 1.197 -0.800 0.123 0.096
H 2.915988 -1.441159 0.457746 -2.121 1.286 -1.326 0.142
H 2.890707 0.983163 0.769242 -0.071 -0.313 -0.766 0.107
H 0.942906 2.379249 0.110168 -0.104 2.822 0.552 0.073
O -3.158151 -0.281370 1.665318 1.246 0.445 -1.695 -0.100
H -3.098740 -1.130693 1.178208 -0.087 0.729 0.511 0.036
H -2.593237 0.333287 1.092783 -1.146 -1.113 1.124 0.038
```
Forces are in eV/Å.

Output
LUMO (eV): 0.497
HOMO energy (eV): -9.0
Multiplicity: 1
Net charge: 0

(2)
The following is a DFT calculation (ωB97M-V/def2-TZVPD) of a molecular structure, C6H8O2.

Geometry as XYZ:
```
16
Properties=species:S:1:pos:R:3:forces:R:3:lowdin_charge:R:1
C 0.253074 -0.596014 0.252640 2.702 -0.364 -2.377 -0.211
C 0.834433 -0.966223 1.610106 -0.816 0.429 0.265 -0.052
C -1.275676 0.698324 -1.648071 0.186 -0.299 -0.051 -0.025
C -0.510608 0.774433 -0.369015 -0.967 -0.687 2.992 -0.171
C 1.327169 0.210444 -0.564508 0.386 -1.996 0.414 -0.338
C -1.016986 0.705626 0.862880 -2.106 3.281 -1.232 -0.223
O 1.642566 -0.028446 -1.718052 -0.365 0.339 0.217 0.005
O -1.626591 1.019204 1.824692 1.302 -1.485 -0.225 0.180
H -0.090081 -1.463580 -0.310388 -0.207 0.091 0.109 0.148
H 1.945795 0.825499 0.110362 -0.304 0.356 -0.099 0.142
H 0.070833 -1.471565 2.200512 0.069 0.109 0.266 0.086
H 1.669429 -1.654656 1.483539 -0.002 0.086 -0.248 0.095
H 1.180674 -0.081616 2.143158 0.022 -0.045 0.143 0.091
H -0.584129 0.853695 -2.476868 -0.116 0.157 -0.057 0.083
H -1.752232 -0.272537 -1.796481 0.033 -0.051 0.061 0.093
H -2.067672 1.447411 -1.604505 0.183 0.080 -0.178 0.095
```
Forces are in eV/Å.

Output
LUMO (eV): 0.554
HOMO energy (eV): -8.7
Multiplicity: 1
Net charge: 0

(3)
The following is a DFT calculation (ωB97M-V/def2-TZVPD) of C6H8O2 in the gas phase.

Geometry as XYZ:
```
16
Properties=species:S:1:pos:R:3:forces:R:3:lowdin_charge:R:1
C -1.117415 1.673385 -1.213707 0.148 -0.062 0.114 -0.104
C -0.313714 1.402439 0.052771 2.645 0.316 -1.320 -0.168
C 0.824412 0.163270 -0.212131 -3.498 1.654 0.773 -0.375
O 1.612440 0.241782 -1.104657 0.641 0.085 -0.149 0.105
C 0.481255 -0.937194 0.635198 0.448 0.124 -0.563 -0.204
C 1.177054 -2.269669 0.550723 -0.164 -0.128 0.409 -0.019
C -0.670941 -0.669471 1.253689 -0.879 -2.135 1.782 -0.128
O -1.625156 -0.742737 1.919796 0.932 0.623 -0.988 0.217
H -1.600624 2.648972 -1.163245 -0.108 -0.035 0.029 0.071
H -0.464485 1.683887 -2.085447 0.029 -0.083 0.010 0.074
H -1.879934 0.908514 -1.357734 -0.089 0.009 -0.078 0.074
H 0.423381 2.196989 0.200846 -0.165 0.391 -0.126 0.106
H -0.932402 1.504748 0.944709 0.066 -0.804 0.157 0.096
H 2.077449 -2.268324 1.164698 0.065 0.011 -0.066 0.085
H 0.548749 -3.086962 0.901888 -0.040 0.010 -0.066 0.083
H 1.459931 -2.449629 -0.487398 -0.029 0.023 0.081 0.088
```
Forces are in eV/Å.

Output
LUMO (eV): 0.374
HOMO energy (eV): -9.5
Multiplicity: 1
Net charge: 0

(4)
The following is a DFT calculation (ωB97M-V/def2-TZVPD) of C6H8O2 in the gas phase.

Geometry as XYZ:
```
16
Properties=species:S:1:pos:R:3:forces:R:3:lowdin_charge:R:1
C -1.043398 1.228667 1.685861 0.038 -0.130 -0.155 -0.095
C -0.949845 0.162207 -1.411570 -1.073 0.966 -0.500 -0.042
C 0.031295 -0.771245 -1.071380 0.493 -0.903 0.004 -0.212
C 0.464187 -0.437138 0.368512 0.411 0.315 0.110 -0.355
C 0.328860 -1.797966 -1.905504 -0.235 0.628 0.390 0.131
C 1.563341 0.447033 0.467776 -0.225 -0.285 -0.078 -0.054
O -0.935344 0.247245 0.656441 -0.191 -0.041 -0.273 -0.234
O -1.742284 0.787400 -1.958532 0.815 -0.586 0.597 0.282
H 0.550655 -1.337101 0.977395 -0.010 0.024 -0.033 0.134
H -1.958895 1.787692 1.488849 0.044 -0.017 0.012 0.085
H -0.181532 1.899356 1.688092 -0.001 -0.072 -0.031 0.069
H -1.120675 0.746393 2.664938 0.009 0.014 -0.077 0.085
H 0.869966 -2.656921 -1.527842 0.081 0.078 0.009 0.082
H 0.061570 -1.790421 -2.952874 -0.100 0.000 0.037 0.078
H 2.470735 0.136215 0.962884 -0.064 0.013 0.072 0.016
H 1.591364 1.348583 -0.133045 0.008 -0.005 -0.084 0.030
```
Forces are in eV/Å.

Output
LUMO (alpha / beta) (eV): -1.019 / -1.019
HOMO energy (alpha / beta) (eV): -6.3 / -6.3
Multiplicity: 1
Net charge: 0